# 1
Molecular formula: C25H24I2N4O6SSeSn
Method: DFT, ωB97M-V/def2-TZVPD

Values from the calculation:
* orbital gap: 6.51 eV

The geometry in XYZ format:
```
64
Properties=species:S:1:pos:R:3:forces:R:3
Sn 0.697 0.303 -2.793 -0.5 0.1 -0.1
O -2.481 2.836 -1.594 0.0 0.0 0.0
C -1.981 1.728 -1.541 -0.1 0.1 0.2
O -0.749 1.486 -1.186 0.2 -0.2 -0.7
C -2.838 0.484 -1.801 0.2 0.1 0.1
C -2.245 -0.735 -1.083 -0.6 0.2 0.4
C -3.277 -1.874 -1.076 0.2 0.0 -0.1
C -3.148 -2.399 -2.527 0.2 0.0 0.0
C -2.149 -1.391 -3.113 -0.5 -0.4 -0.5
O -1.251 -1.193 -2.007 0.5 0.1 0.0
C -2.841 -0.025 -3.277 0.2 0.1 -0.2
C -2.111 0.876 -4.284 -0.5 -0.2 0.0
O -2.747 1.569 -5.049 0.1 0.0 0.1
O -0.816 0.774 -4.273 0.8 -0.2 0.4
H -3.848 0.726 -1.476 0.0 -0.1 0.0
H -1.789 -0.510 -0.122 0.0 0.0 -0.1
H -4.275 -1.501 -0.849 0.0 0.0 0.0
H -3.018 -2.636 -0.342 0.0 0.0 0.0
H -4.092 -2.406 -3.069 0.0 0.0 0.0
H -2.718 -3.400 -2.550 0.0 0.0 0.0
H -1.589 -1.735 -3.980 0.0 0.0 0.1
H -3.857 -0.131 -3.656 0.0 0.0 0.1
I 1.679 -4.688 -4.544 0.1 0.0 0.3
C 2.359 -3.973 -2.693 -0.3 0.2 -0.5
C 3.075 -4.807 -1.841 0.1 0.0 0.2
C 3.552 -4.330 -0.646 0.3 -0.5 0.2
I 4.644 -5.648 0.591 -0.2 0.2 -0.2
C 3.347 -2.989 -0.273 -0.2 0.2 -0.2
C 3.802 -2.403 0.927 0.0 0.1 0.1
C 3.612 -1.068 1.160 0.0 -0.1 0.0
C 2.958 -0.302 0.186 0.0 0.0 -0.2
N 2.464 -0.825 -0.907 -0.2 0.2 0.1
C 2.623 -2.137 -1.163 0.2 -0.3 0.1
C 2.061 -2.635 -2.403 -0.1 -0.3 -0.2
O 1.355 -1.914 -3.196 -0.2 0.7 0.3
H 3.243 -5.835 -2.126 0.0 0.0 0.0
H 4.314 -3.020 1.654 0.0 0.0 0.0
H 3.970 -0.597 2.066 0.1 0.0 0.0
H 2.852 0.773 0.294 0.0 0.0 0.1
C 2.458 1.277 4.445 0.1 -0.1 0.2
N 1.734 1.379 3.188 0.1 0.1 0.0
C 0.773 0.662 2.653 0.1 0.4 -0.3
S 0.037 1.150 1.088 0.0 -0.3 0.3
N 0.291 -0.482 3.111 -0.2 0.0 -0.1
C 0.762 -1.341 4.187 0.1 0.0 0.2
H 2.520 2.273 4.883 0.0 0.0 0.0
H 3.475 0.920 4.274 -0.1 -0.1 0.0
H 1.961 0.625 5.154 0.0 0.1 0.0
H 1.971 2.202 2.630 -0.2 -0.1 0.1
H -0.490 -0.839 2.580 0.0 0.0 0.0
H 1.848 -1.393 4.199 0.0 0.0 -0.1
H 0.379 -2.343 4.011 0.0 0.0 -0.1
H 0.397 -1.005 5.158 0.0 0.0 0.0
Se 0.938 3.102 0.690 0.0 0.3 0.1
C -0.604 4.215 1.043 0.2 -0.4 0.1
C -1.323 4.072 2.221 -0.1 0.1 -0.1
C -2.482 4.820 2.351 0.1 -0.1 0.1
N -2.927 5.649 1.413 -0.2 0.1 0.0
C -2.222 5.773 0.300 0.1 0.0 0.0
C -1.035 5.086 0.065 0.0 0.0 0.0
H -1.016 3.384 2.999 0.0 0.0 0.0
H -3.089 4.739 3.245 0.0 0.0 0.0
H -2.639 6.420 -0.462 0.1 0.1 0.0
H -0.503 5.201 -0.866 -0.1 -0.1 -0.1
```
Forces are in eV/Å.

Charges obtained by Mulliken population analysis, quoted in units of e: 1.1271 -0.6734 -0.5047 -0.3795 0.4696 0.2925 -0.8110 -1.1249 0.1575 -0.2986 0.0357 0.1536 -0.6889 -0.7034 0.5479 -0.1894 0.3505 0.3480 0.4268 0.3500 0.4760 0.5214 0.0115 -0.5598 -0.3561 -0.2911 0.0231 1.4090 -0.8344 -0.7580 -0.8784 -0.1189 -0.2181 0.7181 -0.6683 0.3480 0.1920 0.4981 0.8022 -0.9914 0.1908 0.7215 0.0252 -0.1636 -1.2616 0.3565 0.2967 0.4140 0.0137 0.1620 0.4562 0.3464 0.3726 -0.1845 0.4441 -0.1021 -0.5260 -0.5752 -0.3249 -0.3171 0.3852 0.3633 0.3694 0.3269

---

# 2
Molecular formula: C43H55Cl2IrN10OP
Method: DFT, ωB97M-V/def2-TZVPD

Values from the calculation:
* expectation value of S²: 0.785
* total charge: +2
* orbital gap (alpha / beta): 5.76 / 3.63 eV
* spin multiplicity: 2

The geometry in XYZ format:
```
113
Properties=species:S:1:pos:R:3:forces:R:3
Ir 0.819 -0.714 -1.304 0.7 -4.6 -2.3
N 0.799 -2.952 -0.064 0.0 1.5 0.3
C 0.955 -4.100 -0.868 0.0 -0.8 -0.7
C 0.866 -5.374 -0.355 0.2 0.7 0.0
C 1.081 -6.496 -1.161 0.2 -0.1 -0.4
C 1.396 -6.348 -2.484 -0.1 -0.1 0.3
C 1.463 -5.064 -3.060 0.0 0.5 0.2
C 1.737 -4.858 -4.425 0.0 0.2 0.0
C 1.732 -3.584 -4.927 0.0 -0.2 0.1
C 1.454 -2.518 -4.063 0.1 0.1 -0.3
N 1.215 -2.675 -2.783 -0.4 2.3 0.6
C 1.232 -3.915 -2.249 -0.2 -0.9 0.7
H 0.328 -3.191 0.805 -0.1 0.2 0.0
H 1.730 -2.571 0.142 0.1 -0.2 0.3
H 0.667 -5.511 0.698 0.0 0.0 0.1
H 1.029 -7.478 -0.719 0.0 -0.1 0.0
H 1.600 -7.203 -3.107 0.0 -0.1 -0.1
H 1.938 -5.708 -5.060 0.0 -0.1 -0.1
H 1.926 -3.394 -5.970 0.0 0.1 -0.1
H 1.432 -1.505 -4.437 0.0 0.0 0.0
Cl 3.266 -1.312 -0.746 -1.5 1.0 -0.6
N 3.863 3.818 -9.664 0.2 0.2 -0.5
C 3.435 3.338 -8.716 0.0 0.0 0.0
C 2.919 2.762 -7.533 -0.2 -0.2 0.6
C 2.283 1.515 -7.572 -0.2 -0.4 0.1
C 1.820 0.944 -6.411 0.0 -0.1 -0.7
C 1.983 1.610 -5.183 -0.4 -0.5 0.9
C 2.596 2.874 -5.156 0.4 0.6 -0.1
C 3.058 3.445 -6.318 -0.1 0.0 0.4
C 1.551 1.008 -3.991 0.3 0.8 -1.4
C 1.177 0.487 -2.944 -0.7 -1.7 3.7
H 2.165 1.009 -8.518 0.0 0.0 -0.1
H 1.329 -0.018 -6.436 0.0 0.0 0.0
H 2.718 3.386 -4.213 0.0 0.0 0.0
H 3.532 4.413 -6.305 0.1 0.1 0.0
C -2.123 -3.179 -2.045 0.7 0.3 0.3
P -1.669 -1.405 -2.008 0.1 1.0 -0.5
C -3.223 -0.666 -1.352 0.6 0.1 0.2
C -1.860 -0.954 -3.776 0.3 0.0 0.3
H -3.078 -3.297 -2.555 0.0 0.2 0.0
H -2.201 -3.567 -1.033 0.0 -0.1 0.1
H -1.365 -3.748 -2.576 0.0 -0.1 0.0
H -4.077 -1.215 -1.750 0.1 -0.1 0.0
H -3.302 0.370 -1.675 0.0 0.0 0.0
H -3.239 -0.702 -0.266 -0.1 0.0 0.1
H -2.874 -1.179 -4.104 0.0 0.0 0.0
H -1.152 -1.509 -4.386 0.0 -0.1 -0.1
H -1.662 0.110 -3.899 0.0 0.1 0.0
C -0.461 2.731 0.503 0.0 0.2 0.0
N -0.981 4.076 0.632 -0.4 0.1 1.0
C 0.074 5.023 0.296 0.0 -0.2 -0.1
N 0.520 4.797 -1.072 1.0 0.6 -0.4
C 1.031 3.442 -1.192 -0.2 0.2 0.1
N -0.006 2.460 -0.861 0.3 -0.7 -0.1
C -1.132 2.676 -1.773 0.1 0.3 0.3
N -1.654 4.027 -1.662 -0.8 0.0 -0.7
C -2.092 4.263 -0.291 0.1 -0.1 0.0
C -0.600 4.984 -1.982 0.0 -0.2 0.2
H -1.240 2.011 0.765 0.0 -0.1 0.1
H 0.384 2.621 1.183 -0.1 0.0 0.0
H 0.914 4.887 0.980 0.0 0.1 0.0
H -0.311 6.039 0.394 0.1 0.0 0.0
H 1.882 3.321 -0.517 0.0 0.0 0.0
H 1.360 3.264 -2.219 0.0 0.0 0.0
H -1.923 1.966 -1.524 0.0 0.0 0.0
H -0.790 2.499 -2.795 0.0 0.0 -0.1
H -2.897 3.568 -0.040 0.0 0.0 0.0
H -2.461 5.286 -0.204 0.0 -0.1 0.0
H -0.989 5.997 -1.873 0.0 0.0 -0.1
H -0.270 4.836 -3.013 0.0 0.0 0.0
C -0.455 2.702 4.160 0.0 -0.1 0.2
C -0.044 2.063 5.488 0.2 -0.1 0.0
C -0.984 2.570 6.595 0.1 -0.2 -0.2
C 1.380 2.522 5.839 -0.2 -0.1 0.0
C -0.081 0.495 5.415 -0.4 0.4 -0.6
O 0.263 -0.041 6.672 0.1 -0.2 0.4
C -1.468 -0.035 4.956 0.4 0.0 0.4
C -1.704 -1.501 5.369 -0.1 0.1 0.0
C -1.781 -2.467 4.227 0.0 -0.2 -0.1
C -1.009 -3.628 4.200 -0.1 0.3 0.0
C -1.120 -4.533 3.159 0.0 -0.1 -0.4
C -2.004 -4.277 2.119 0.0 0.2 0.2
Cl -2.184 -5.418 0.822 -0.1 -0.1 0.1
C -2.792 -3.132 2.132 0.1 -0.2 -0.2
C -2.679 -2.243 3.183 0.1 -0.1 0.1
C 1.033 -0.144 4.537 -0.1 -0.1 1.3
N 1.071 0.102 3.123 -0.4 -0.3 -1.1
C 0.404 -0.463 2.112 -0.3 -0.1 0.0
N 0.913 -0.052 0.956 -0.2 0.3 -1.2
C 1.922 0.772 1.329 0.1 0.1 0.2
N 2.030 0.884 2.623 0.8 0.5 -0.1
H -0.469 3.782 4.273 0.0 0.2 0.0
H -1.447 2.391 3.844 -0.2 0.0 -0.1
H 0.262 2.467 3.381 0.0 0.0 -0.1
H -1.040 3.653 6.543 0.0 0.1 0.0
H -0.612 2.320 7.587 0.0 0.0 0.2
H -1.998 2.191 6.494 -0.1 0.0 0.0
H 1.352 3.547 6.199 0.0 0.1 0.0
H 2.037 2.487 4.972 0.1 0.0 -0.1
H 1.802 1.903 6.629 0.1 0.0 0.1
H -0.263 0.380 7.363 0.1 0.0 -0.1
H -1.544 0.085 3.876 -0.1 0.1 -0.1
H -2.242 0.582 5.404 0.0 0.1 -0.1
H -2.653 -1.557 5.907 0.1 0.0 0.1
H -0.923 -1.804 6.066 -0.1 -0.1 0.0
H -0.335 -3.844 5.015 0.1 0.0 0.1
H -0.544 -5.446 3.164 0.1 -0.1 0.0
H -3.506 -2.967 1.342 -0.1 0.0 -0.1
H -3.325 -1.379 3.221 -0.1 0.1 -0.1
H 0.955 -1.221 4.700 0.1 0.0 -0.1
H 1.992 0.195 4.929 -0.1 -0.2 -0.1
H -0.408 -1.155 2.226 -0.2 -0.2 0.1
H 2.573 1.262 0.638 0.2 0.1 -0.1
```
Forces are in eV/Å.

These are the Mulliken partial charges, in e, on atoms 1 to 99: 2.1730 0.2131 0.3040 -0.4745 -1.0310 -0.9157 0.6508 -0.7446 -1.0107 0.1472 0.7771 -0.4363 -0.3380 0.3697 0.7150 0.4620 0.4516 0.4723 0.4968 -0.2193 -0.2949 -0.3381 -0.1910 0.6584 -0.9148 -0.2643 0.9653 -0.3856 -0.9252 0.2729 -0.6658 0.4872 0.4918 0.5806 0.5017 -1.1070 0.8267 -1.5417 -1.3651 0.5867 -0.0073 0.3630 0.4940 0.5140 0.3006 0.5268 0.3338 0.2799 -1.2612 0.2555 -0.6999 0.0775 -0.0462 0.7958 -0.3389 0.1850 -0.6791 -0.7432 0.3213 0.2482 0.2943 0.4047 0.4101 -0.5920 -0.3257 0.1630 0.3120 0.3741 0.3672 0.3022 -1.9664 2.2855 -1.7652 -2.0716 1.6115 -0.6961 -0.4962 -2.1034 0.3926 -0.3077 -0.8783 0.1584 -0.1067 -0.4739 -0.1938 -2.9900 1.4997 -0.6025 0.4179 -1.2146 -0.9724 0.6447 0.2796 0.2713 0.4868 0.5646 0.3182 0.4861 0.3220

---

# 3
Molecular formula: C4H6N2O
Method: DFT, ωB97M-V/def2-TZVPD

Values from the calculation:
* orbital gap: 10.74 eV
* SMILES string: O=C=NC[C@@H]1CN1

The geometry in XYZ format:
```
13
Properties=species:S:1:pos:R:3:forces:R:3
O 1.597 2.515 0.521 -0.8 -0.3 0.2
C 0.559 1.978 0.638 0.0 0.2 0.0
N -0.584 1.602 0.822 0.5 0.3 0.0
C -1.243 0.410 0.343 -0.1 -0.2 -0.1
C -0.330 -0.417 -0.568 0.0 0.2 -0.1
C 0.472 -1.550 -0.055 0.0 -0.4 0.1
N 1.086 -0.255 -0.253 0.2 0.1 -0.1
H -2.141 0.706 -0.208 0.1 0.0 0.0
H -1.611 -0.178 1.194 0.3 0.1 -0.1
H -0.598 -0.430 -1.625 0.0 -0.1 0.2
H 0.363 -1.832 0.988 0.0 -0.1 -0.1
H 0.737 -2.354 -0.735 -0.1 0.0 0.1
H 1.694 -0.196 -1.063 -0.2 -0.1 0.0
```
Forces are in eV/Å.

Charges obtained by Mulliken population analysis, quoted in units of e: -0.4779 0.7532 -0.4678 -0.6710 0.1504 -0.4164 -0.4732 0.3005 0.2685 0.3435 0.2227 0.2785 0.1889

---

| no. | energy (hartree) |
| --- | --- |
| 1 | -5246.8722 |
| 2 | -3659.8114 |
| 3 | -340.7271 |